{
  "formula": "C2H4NP",
  "method": "wB97M-V/def2-TZVPD",
  "symbols": ["C", "C", "N", "P", "H", "H", "H", "H"],
  "positions_angstrom": [[-0.24567, 0.69861, 0.16931], [0.38041, -0.36828, -0.64481], [1.22548, -1.09591, 0.28830], [1.75215, 0.48926, 0.01916], [-0.78560, 1.52894, -0.22607], [-0.76628, 0.42114, 1.06835], [0.06588, -0.39401, -1.80432], [0.81286, -1.23535, 1.18035]],
  "homo_energy_ha": -0.3244,
  "orbital_gap_ev": 10.02,
  "relative_energy_ev": 1.637,
  "total_energy_ev": -12914.892,
  "smiles": "C1[C@@H]2NP12",
  "total_charge": 0
}